The following is a DFT calculation (wB97M-V/def2-TZVPD) of a structure of composition C46H26N8O4SSr at a distorted geometry.

Atoms and positions in Å:
N (-0.24, -0.93, -1.15)
C (-0.44, 5.43, 4.77)
H (-0.16, 5.94, 5.69)
C (1.24, 0.21, 2.69)
C (-1.00, -1.07, -2.26)
H (-5.38, 4.94, -3.75)
N (0.99, -0.23, 1.43)
C (-1.74, 5.45, 2.71)
O (8.26, 0.10, -6.05)
C (4.73, 0.95, -5.56)
C (0.29, -4.90, -3.41)
C (-0.30, 3.58, 3.29)
H (7.38, 0.19, -3.64)
Sr (-1.19, 0.06, 0.73)
H (-1.90, -2.57, -4.61)
O (-2.09, -2.10, 1.34)
C (-4.05, 4.12, -2.28)
C (-4.35, -2.17, 4.07)
C (0.76, -4.25, -2.29)
C (-0.66, -4.31, -4.25)
H (1.50, -4.70, -1.63)
H (-1.48, -3.74, 3.26)
C (-0.67, -2.39, -2.85)
C (3.79, 1.17, -4.59)
H (-4.90, -1.27, 3.80)
H (2.38, -0.14, 5.38)
C (6.37, 0.46, -3.90)
C (-1.16, -3.04, -3.98)
C (0.06, 2.29, 2.67)
H (3.70, -4.13, 4.47)
N (-1.91, -0.22, -2.75)
N (-2.20, 3.52, 0.24)
N (1.26, -2.29, 0.17)
C (-2.60, -1.52, 2.35)
C (6.05, 0.59, -5.26)
C (-3.88, 1.90, -4.03)
H (-5.77, -2.84, 5.53)
C (-4.67, 2.99, -4.34)
C (2.10, -1.92, 2.49)
H (2.78, -3.93, 2.15)
H (-3.79, 1.05, -4.69)
C (-1.20, 4.20, 2.42)
H (4.40, 1.09, -6.59)
S (2.89, 1.29, -1.98)
C (3.21, -3.22, 4.15)
C (7.10, 0.34, -6.27)
H (-1.01, -4.84, -5.12)
C (-4.83, -3.04, 5.04)
C (-3.14, -2.42, 3.43)
H (-1.75, 7.03, 4.15)
C (-2.41, -3.55, 3.78)
H (0.79, 3.70, 5.14)
N (-1.88, 1.47, -1.02)
H (-2.27, -5.27, 5.05)
H (-5.23, 3.00, -5.27)
C (-3.26, 3.02, -1.96)
H (-4.45, -4.83, 6.17)
C (-2.26, 0.96, -2.19)
C (1.98, -0.86, 3.39)
C (0.09, 4.19, 4.48)
N (-0.62, 2.20, 1.51)
H (-4.10, 4.97, -1.61)
C (-4.08, -4.16, 5.40)
C (0.51, -2.02, -0.91)
H (-2.44, 5.92, 2.03)
O (-2.67, -0.26, 2.53)
C (3.10, -2.15, 5.05)
N (0.87, 1.37, 3.24)
C (-2.87, -4.40, 4.77)
C (2.71, -3.12, 2.86)
H (0.66, -5.89, -3.65)
H (5.75, 0.53, -7.59)
O (6.70, 0.38, -7.58)
H (2.78, 1.44, -4.86)
C (-2.40, 2.70, -0.80)
C (4.07, 1.04, -3.19)
C (5.43, 0.67, -2.92)
C (-4.75, 4.10, -3.48)
H (5.71, 0.56, -1.88)
H (3.50, -2.26, 6.05)
C (-1.39, 3.28, 1.29)
C (-3.18, 1.93, -2.83)
C (-1.35, 6.06, 3.90)
C (0.27, -2.98, -2.02)
C (1.43, -1.49, 1.24)
C (2.48, -0.96, 4.69)

The HOMO-LUMO gap (alpha / beta) comes out at 4.66 / 4.67 eV. As for the energy above the lowest of the compared OMol25 structures with the same formula, charge and spin: 1.449 eV. The total charge is -2. For the largest force on an atom, the calculation gives 1.54 eV/Å. The calculation puts the LUMO energy (alpha / beta) at 3.054 / 3.061 eV.

These are the Mulliken partial charges, in e, on atoms 1 to 8:
1 N -0.612
2 C -0.568
3 H 0.384
4 C -0.168
5 C 0.005
6 H 0.371
7 N -0.712
8 C -0.207

The following is a DFT calculation (wB97M-V/def2-TZVPD) of a structure of composition C46H32CrN8S2 at a distorted geometry.

Atoms and positions in Å:
H (4.83, -0.84, -1.86)
C (-1.46, 0.32, -4.20)
H (-3.34, -0.81, -6.08)
C (-4.75, -2.39, -5.50)
C (2.77, 3.09, -0.27)
C (2.31, -2.48, 5.12)
C (-2.00, 3.88, 0.64)
C (2.46, -3.21, -1.58)
C (1.54, -2.45, -0.88)
C (1.12, -0.43, 4.73)
H (3.59, 2.97, 2.51)
N (-0.92, 1.79, 0.94)
C (-1.68, -2.76, 0.79)
H (-1.68, 0.46, -5.26)
C (-1.93, -4.12, 0.79)
C (1.99, 2.09, 0.33)
C (-1.68, 4.25, 1.94)
C (1.54, -1.96, 2.91)
H (3.11, 4.09, -2.15)
Cr (-0.28, -0.06, 0.47)
C (-0.61, 2.13, 2.20)
C (-1.60, 2.65, 0.17)
C (5.56, 5.33, 1.26)
H (-5.80, -3.85, -4.23)
C (-2.19, -0.59, -3.45)
C (0.33, 2.07, -4.34)
C (1.57, 2.60, -2.32)
C (1.28, 2.80, -3.72)
C (-4.84, -1.28, 2.17)
C (-0.45, 1.09, -3.62)
H (6.34, 6.08, 1.31)
N (1.75, -1.16, -0.55)
N (-0.56, -2.23, 0.27)
C (-3.17, 0.38, 1.80)
C (0.85, 1.64, -1.62)
N (-2.27, -0.51, 1.33)
H (-5.25, -2.55, -6.44)
N (0.35, 0.12, 2.46)
H (-2.88, 1.41, 1.85)
H (-0.69, 3.58, 3.76)
C (1.01, -0.76, 3.37)
H (-1.99, 5.21, 2.33)
S (4.77, 5.03, -0.20)
S (-4.10, -2.58, -3.04)
C (5.10, 4.55, 2.28)
C (2.54, 3.33, -1.62)
C (3.91, -1.34, -1.61)
H (2.62, -3.74, 3.41)
H (1.46, -2.22, 1.87)
H (-4.23, -3.24, 1.61)
C (-2.66, -1.80, 1.30)
C (2.19, -2.82, 3.78)
C (0.05, -4.41, -0.48)
H (3.14, 0.37, -0.64)
H (4.40, -3.23, -2.51)
H (2.26, -4.24, -1.84)
H (-1.23, -6.03, 0.09)
H (1.84, 3.55, -4.26)
C (-0.18, 0.89, -2.27)
H (0.12, 2.23, -5.39)
H (0.68, 0.48, 5.09)
H (2.14, 1.85, 1.38)
H (1.85, -1.03, 6.63)
C (-0.97, 3.36, 2.74)
C (3.66, -2.65, -1.97)
C (-3.72, -1.44, -5.29)
C (0.30, -3.05, -0.36)
H (-5.09, 0.82, 2.61)
H (-2.54, 4.55, -0.01)
C (-3.93, -2.20, 1.69)
H (-2.42, -1.33, -1.44)
N (0.08, 1.23, 3.00)
H (5.48, 4.59, 3.29)
H (-2.79, -4.53, 1.30)
H (0.73, -5.05, -1.02)
N (1.09, 1.38, -0.32)
H (-1.82, 2.33, -0.84)
C (-4.44, 0.04, 2.24)
C (3.77, 3.81, 0.51)
H (-5.83, -1.58, 2.48)
C (-1.86, -0.67, -2.08)
C (2.93, -0.64, -0.92)
C (-3.25, -1.42, -4.01)
H (2.82, -3.15, 5.80)
C (1.77, -1.29, 5.59)
C (-5.05, -3.07, -4.36)
C (-1.05, -4.96, 0.13)
N (-0.90, 0.03, -1.51)
C (4.07, 3.68, 1.84)

The HOMO-LUMO gap (alpha / beta) comes out at 5.43 / 5.49 eV. The total charge is +3. The expectation value of S² is 0.76. The spin multiplicity is 2. For the largest force on an atom, the calculation gives 1.91 eV/Å. The calculation puts the LUMO energy (alpha / beta) at -9.301 / -9.248 eV.

These are the Mulliken partial charges, in e, on atoms 1 to 8:
1 H 0.548
2 C -0.855
3 H 0.384
4 C -0.685
5 C 0.735
6 C -0.567
7 C -1.082
8 C -1.002

The following is a DFT calculation (wB97M-V/def2-TZVPD) of a structure of composition C46H33BrCdCl2N5O4P at a distorted geometry.

Atoms and positions in Å:
Cl (4.70, -0.14, 21.26)
O (9.95, 1.90, 22.26)
H (6.84, 0.70, 16.70)
C (7.59, -6.23, 21.42)
C (7.08, 1.22, 21.36)
C (7.71, -4.35, 19.85)
C (8.34, -5.33, 20.69)
C (7.74, 2.51, 21.42)
H (6.54, 0.93, 24.51)
C (11.05, -3.22, 17.45)
H (8.24, -6.90, 22.00)
H (5.86, -3.74, 19.00)
N (6.41, -1.82, 24.49)
C (7.49, -1.02, 17.80)
C (11.59, 3.22, 17.54)
H (6.09, -3.24, 14.93)
H (11.72, -1.45, 18.12)
C (11.88, -1.59, 23.36)
C (11.68, -2.66, 26.86)
C (12.20, -1.92, 20.95)
C (6.39, -1.18, 15.64)
C (12.29, -1.40, 28.90)
H (7.40, -4.22, 16.69)
H (11.51, -3.51, 27.55)
H (10.22, -1.36, 17.61)
Cd (9.82, -0.24, 21.56)
C (8.09, -2.98, 23.70)
H (8.33, 0.90, 24.51)
C (10.22, 1.42, 18.74)
H (10.65, 3.69, 17.26)
C (13.94, 2.27, 18.66)
H (12.77, -5.68, 15.88)
C (6.77, -3.08, 23.99)
N (11.15, -1.83, 17.41)
C (7.53, -1.04, 24.39)
C (11.82, -2.72, 25.51)
C (12.03, -5.22, 16.54)
C (11.89, -1.51, 24.72)
C (10.03, -5.39, 17.88)
H (11.94, 0.70, 27.33)
Br (12.82, 5.34, 16.15)
H (5.54, -6.82, 21.91)
C (7.47, 0.38, 24.85)
C (4.95, 2.47, 21.01)
H (3.87, 2.40, 20.80)
H (7.92, -0.37, 18.57)
H (12.76, 0.75, 19.55)
O (9.19, 2.03, 18.51)
H (7.48, 0.33, 25.96)
O (10.44, 0.29, 19.35)
C (13.95, 3.42, 17.93)
N (8.55, -1.70, 23.91)
O (7.63, 0.08, 21.62)
H (14.83, 4.01, 17.80)
C (11.04, -5.99, 17.13)
C (5.68, 3.63, 20.72)
C (5.59, -5.14, 20.65)
C (5.63, 1.27, 21.18)
H (11.82, -3.63, 24.86)
C (12.76, 1.62, 18.92)
C (11.88, -1.41, 27.54)
C (11.82, -0.29, 25.45)
H (4.52, -5.13, 20.59)
H (14.84, 1.92, 19.11)
C (12.13, -3.91, 16.86)
C (11.60, -1.51, 22.11)
N (12.68, -2.37, 20.00)
C (11.88, -0.24, 26.79)
H (7.54, 4.63, 20.98)
H (10.91, -7.04, 17.01)
C (9.06, 2.74, 21.95)
C (6.19, -6.15, 21.43)
H (5.51, -1.43, 24.81)
H (6.05, -3.90, 23.75)
C (12.80, 3.81, 17.26)
C (6.34, -4.35, 19.78)
H (9.18, -5.97, 18.27)
H (9.42, -5.41, 20.81)
H (11.78, 0.59, 24.77)
Cl (5.10, 4.97, 19.86)
H (9.34, 3.81, 22.08)
N (12.61, -1.50, 30.01)
H (5.93, -0.75, 14.77)
H (12.93, -3.29, 16.47)
C (7.85, -2.40, 17.74)
P (8.78, -3.15, 19.10)
C (10.01, -3.97, 18.05)
C (6.50, -2.56, 15.69)
C (6.87, -0.42, 16.72)
C (7.04, 3.68, 21.06)
C (11.55, 2.09, 18.38)
C (7.28, -3.13, 16.72)
H (8.72, -3.71, 23.18)

The HOMO-LUMO gap comes out at 3.68 eV. As for the energy above the lowest of the compared OMol25 structures with the same formula, charge and spin: 0.000 eV. The total charge is -2. For the largest force on an atom, the calculation gives 3.24 eV/Å. The calculation puts the LUMO energy at 3.606 eV.

These are the Mulliken partial charges, in e, on atoms 1 to 8:
1 Cl -0.253
2 O -0.709
3 H 0.373
4 C -0.497
5 C 0.152
6 C 0.258
7 C -0.673
8 C 0.832

The following is a DFT calculation (wB97M-V/def2-TZVPD) of a structure of composition C46H33Co2NO6P2 at a distorted geometry.

Atoms and positions in Å:
H (0.33, 6.06, -2.80)
N (-0.97, 2.48, 0.97)
H (-3.03, -4.84, 0.83)
C (3.87, 5.88, 0.39)
C (1.84, -1.16, 4.15)
H (-1.63, 2.96, -6.27)
O (-1.64, -0.17, 3.46)
C (-1.60, -0.29, 2.30)
C (-2.02, -1.08, -0.94)
Co (-0.80, -2.40, -0.08)
C (-0.05, -5.12, 1.83)
H (-0.65, -8.32, 2.84)
H (-2.92, -1.64, -1.22)
C (-0.72, -6.22, 2.40)
C (0.26, -2.76, 3.25)
C (3.35, 4.87, -0.44)
C (1.42, 6.43, -4.61)
H (-2.55, 2.10, -1.77)
H (2.45, -0.28, 4.00)
H (0.98, 7.43, -4.75)
C (1.58, 4.37, -3.29)
C (-1.19, 2.28, -5.52)
C (1.63, 6.46, 1.07)
Co (-1.56, -0.18, 0.58)
C (0.63, 0.85, -4.76)
H (-4.35, -3.03, 5.28)
C (-1.40, -3.79, -0.93)
C (-1.73, 0.26, -1.16)
H (4.95, 6.05, 0.43)
C (-4.07, -3.41, 4.29)
C (1.12, 5.45, 0.26)
C (-1.24, 1.30, -3.33)
C (2.94, 4.68, -5.31)
O (-3.70, 1.72, 1.13)
H (1.61, 0.40, -4.90)
C (-1.88, 2.03, -4.36)
C (-0.11, -7.48, 2.42)
C (1.87, -6.55, 1.38)
C (-2.41, -3.66, 2.54)
H (-2.11, -2.53, 4.37)
H (-5.31, -5.27, 1.70)
H (2.88, -6.65, 0.99)
H (1.16, -1.18, 2.10)
C (2.54, 3.92, -4.20)
C (0.08, 1.71, -5.73)
H (2.35, -1.39, 6.23)
H (0.96, -3.46, 6.52)
C (1.79, -1.79, 5.39)
C (1.09, -1.65, 3.08)
O (2.17, 2.23, -1.76)
H (2.70, 6.57, -6.36)
C (-1.67, 1.43, -1.93)
H (4.04, 4.24, -1.01)
C (0.25, -3.44, 4.49)
C (0.21, -0.06, 0.38)
H (0.35, -0.04, -2.80)
H (1.81, -4.42, 0.95)
C (-0.08, 0.57, -3.60)
O (1.29, 0.34, 0.16)
H (3.42, 7.50, 1.76)
C (1.04, 5.64, -3.51)
C (-4.98, -4.18, 3.54)
C (1.95, 4.65, -0.54)
H (3.70, 4.31, -6.01)
H (-5.97, -4.39, 3.95)
C (-0.47, 2.84, -1.57)
H (0.04, 5.26, 0.24)
C (2.38, 5.95, -5.51)
O (1.83, -2.62, -1.21)
C (-0.74, 2.72, -0.17)
H (-1.72, -6.10, 2.82)
H (-1.11, 3.68, -2.03)
P (-0.74, -3.39, 1.81)
C (1.18, -7.64, 1.90)
C (1.00, -2.94, 5.56)
H (-2.87, 2.48, -4.17)
H (1.66, -8.62, 1.93)
H (0.96, 7.09, 1.65)
C (-2.81, 1.02, 0.90)
H (0.66, 1.98, -6.61)
H (3.01, 2.96, -4.05)
C (-2.80, -3.14, 3.78)
C (3.01, 6.69, 1.14)
C (-4.60, -4.68, 2.29)
C (-3.33, -4.43, 1.80)
H (-0.36, -4.35, 4.62)
P (1.27, 3.43, -1.77)
O (-1.78, -4.76, -1.46)
C (1.26, -5.28, 1.35)
C (0.78, -2.46, -0.74)

The HOMO-LUMO gap comes out at 3.86 eV. As for the energy above the lowest of the compared OMol25 structures with the same formula, charge and spin: 3.988 eV. The total charge is -2. For the largest force on an atom, the calculation gives 5.31 eV/Å. The calculation puts the LUMO energy at 4.122 eV.

These are the Mulliken partial charges, in e, on atoms 1 to 8:
1 H 0.324
2 N -0.746
3 H 0.325
4 C -0.451
5 C -0.515
6 H 0.324
7 O -0.571
8 C 0.877